# H5N3O2P

2 unconnected molecules or ions with the total composition H5N3O2P (ωB97M-V/def2-TZVPD, the OMol25 dataset).

Calculated values
* total charge: -1
* frontier orbital gap (alpha / beta): 7.38 / 5.48 eV
* LUMO energy (alpha / beta): 4.13 / 4.14 eV
* energy above the lowest of the compared OMol25 structures with the same formula, charge and spin: 3.369 eV
* E: -659.09811 a.u.

CARTESIAN COORDINATES (ANGSTROEM)
N -2.3286 0.2542 0.3848
N 2.2453 0.1649 -0.3457
N -0.9870 0.6837 0.5746
O 0.6877 -0.3769 -2.6157
O 1.3459 -2.2714 -1.1185
P 1.1792 -0.8213 -1.2799
H -2.6627 0.1486 -0.6494
H -2.5101 -0.6018 0.9254
H 2.2589 -0.0838 0.6289
H 1.6762 1.0963 -0.3370
H -0.8468 1.3209 -0.1325

Mulliken atomic charge list, values in e, 4 entries: -0.445 -0.687 -0.484 -0.538


# C24H62BO13S

6 unconnected molecules or ions with the total composition C24H62BO13S (ωB97M-V/def2-TZVPD, the OMol25 dataset).

Calculated values
* total charge: -1
* frontier orbital gap: 7.29 eV
* LUMO energy: 2.31 eV
* E: -2352.56719 a.u.

CARTESIAN COORDINATES (ANGSTROEM)
B -1.7525 -0.0118 0.2263
C -1.8629 -0.2799 -1.4077
C -0.5264 -0.7084 -2.0257
C -0.2245 -2.1578 -1.6254
C 1.2438 -2.5452 -1.4723
S 2.3132 -2.0852 -2.8106
O 3.5599 -2.7713 -2.6535
O 1.6102 -2.1426 -4.0617
O 2.6348 -0.5505 -2.5134
H -2.2298 -0.9416 0.8814
H -0.5549 0.1284 0.5345
H -2.3479 1.0224 0.5367
H -2.5957 -1.0730 -1.6285
H -2.2310 0.6084 -1.9369
H -0.4862 -0.6007 -3.1177
H 0.2449 -0.0612 -1.5908
H -0.7080 -2.8564 -2.3130
H -0.6794 -2.2986 -0.6403
H 1.6887 -2.0983 -0.5816
H 1.3932 -3.6266 -1.4243
H 1.9698 -0.0095 -2.9598
C 3.9795 -2.5113 -6.1999
O 4.5845 -3.1379 -7.3273
C 4.1593 -2.6112 -8.5645
C 5.1914 -1.6858 -9.1777
O 5.3837 -0.5048 -8.4216
C 6.4980 -0.5589 -7.5532
H 4.4795 -2.8858 -5.3098
H 4.0880 -1.4244 -6.2466
H 2.9184 -2.7591 -6.1337
H 3.2091 -2.0773 -8.4518
H 3.9956 -3.4479 -9.2531
H 4.8552 -1.3865 -10.1752
H 6.1399 -2.2257 -9.2864
H 7.4369 -0.5639 -8.1200
H 6.4688 -1.4414 -6.9105
H 6.4651 0.3359 -6.9341
C -1.5127 3.3112 2.2684
O -1.0341 3.6331 0.9818
C -1.5779 4.7924 0.4065
C -0.5625 5.9151 0.3636
O -0.1907 6.3518 1.6641
C 1.0099 5.7663 2.1297
H -0.9334 2.4557 2.6086
H -1.3974 4.1518 2.9636
H -2.5627 3.0057 2.2285
H -2.4682 5.1250 0.9539
H -1.8840 4.5558 -0.6190
H -0.9868 6.7726 -0.1685
H 0.3231 5.5747 -0.1862
H 1.8787 6.1712 1.5945
H 0.9987 4.6810 2.0130
H 1.1013 6.0151 3.1864
C -0.6993 11.7881 1.1408
O 0.3584 10.9513 1.5563
C 0.1998 9.5954 1.1581
C 1.0431 9.2631 -0.0522
O 0.6303 9.9770 -1.2084
C 1.4424 11.0917 -1.5067
H -0.4144 12.8120 1.3800
H -0.8840 11.7070 0.0659
H -1.6271 11.5474 1.6728
H -0.8532 9.3795 0.9498
H 0.5073 8.9555 1.9870
H 0.9499 8.1956 -0.2647
H 2.0957 9.4756 0.1663
H 2.4402 10.7780 -1.8353
H 1.5515 11.7572 -0.6458
H 0.9611 11.6324 -2.3206
C -5.2173 -3.0250 0.9416
O -4.5533 -2.5024 2.0674
C -5.2205 -2.6784 3.2932
C -4.5782 -3.7726 4.1213
O -4.6972 -5.0485 3.5140
C -3.5390 -5.4344 2.7927
H -4.5235 -2.9389 0.1072
H -5.5012 -4.0737 1.0834
H -6.1182 -2.4447 0.7069
H -6.2816 -2.9091 3.1352
H -5.1568 -1.7377 3.8510
H -5.0666 -3.8228 5.0997
H -3.5223 -3.5246 4.2765
H -2.7051 -5.6426 3.4724
H -3.2300 -4.6667 2.0803
H -3.7907 -6.3475 2.2537
C -2.0129 -8.2501 4.6038
O -0.9398 -7.3340 4.6926
C -0.5934 -6.9795 6.0179
C 0.6497 -7.7029 6.4906
O 0.4509 -9.1030 6.5905
C 0.9629 -9.8277 5.4900
H -2.1021 -8.5338 3.5564
H -1.8356 -9.1457 5.2060
H -2.9532 -7.7854 4.9202
H -1.4244 -7.1904 6.7001
H -0.4036 -5.9022 6.0386
H 0.9210 -7.3324 7.4834
H 1.4787 -7.4843 5.8085
H 2.0585 -9.8016 5.4762
H 0.5916 -9.4370 4.5393
H 0.6380 -10.8603 5.6069

Mulliken atomic charge list, values in e, 4 entries: 0.621 -1.154 -0.243 -0.066


# C25H49Cl18N4O3PS2

10 unconnected molecules or ions with the total composition C25H49Cl18N4O3PS2 (ωB97M-V/def2-TZVPD, the OMol25 dataset).

Calculated values
* structure (SMILES): N=[PH2]N(S)C(=O)OCCCCSc1nnco1.ClCCCl.ClCCCl.ClCCCl.ClCCCl.ClCCCl.ClCCCl.ClCCCl.ClCCCl.ClCCCl
* frontier orbital gap: 8.97 eV
* LUMO energy: 0.04 eV
* energy above the lowest of the compared OMol25 structures with the same formula, charge and spin: 0.000 eV
* E: -10847.87683 a.u.

CARTESIAN COORDINATES (ANGSTROEM)
N -1.0516 -0.2076 0.2077
P 0.4441 -0.2621 -0.2276
N 1.3911 1.1569 0.0088
S 1.8077 1.4001 1.6648
C 0.9014 2.3878 -0.5756
O 1.6391 3.0618 -1.2421
O -0.3532 2.7351 -0.2777
C -1.1622 3.1990 -1.4049
C -2.5524 2.6110 -1.1827
C -3.2219 3.2333 0.0661
C -3.2898 2.3008 1.2715
S -4.6943 1.1440 1.3930
C -5.0402 0.5117 -0.1848
N -6.1886 0.6196 -0.8110
N -6.0638 -0.1089 -1.9611
C -4.8581 -0.5991 -1.9910
O -4.1633 -0.2504 -0.8824
H -1.2695 -0.8914 0.9247
H 0.6342 -0.5252 -1.5920
H 1.1542 -1.2027 0.5091
H 0.7713 0.8373 2.3366
H -0.7535 2.7688 -2.3235
H -1.1616 4.2850 -1.4746
H -3.1563 2.7471 -2.0799
H -2.3874 1.5479 -0.9847
H -2.6093 4.0888 0.3787
H -4.2060 3.6420 -0.1815
H -2.3550 1.7430 1.3571
H -3.4227 2.9128 2.1683
H -4.4059 -1.2116 -2.7551
Cl -0.4607 -3.3654 3.2043
C -0.5257 -2.5161 4.7624
C -1.4169 -1.3041 4.7287
Cl -0.7520 -0.0303 3.6656
H 0.4947 -2.2455 5.0223
H -0.8975 -3.2228 5.5039
H -1.4937 -0.8869 5.7312
H -2.4159 -1.5349 4.3681
Cl -1.0207 -6.4238 4.7308
C -0.0395 -7.2918 3.5230
C 1.3522 -7.5646 4.0336
Cl 2.3336 -6.0847 4.2148
H -0.0346 -6.7039 2.6078
H -0.5384 -8.2389 3.3257
H 1.8859 -8.2082 3.3375
H 1.3141 -8.0521 5.0044
Cl 0.8613 -3.6116 -0.1797
C 1.9819 -4.9967 -0.2665
C 2.6345 -5.1073 -1.6172
Cl 1.4702 -5.5604 -2.8894
H 1.4208 -5.8947 -0.0207
H 2.7399 -4.8424 0.5002
H 3.3947 -5.8844 -1.5870
H 3.1021 -4.1708 -1.9110
Cl -0.8258 4.0781 -5.0038
C -2.4436 4.6515 -5.4922
C -2.8676 5.8720 -4.7220
Cl -3.1765 5.5060 -3.0014
H -3.1441 3.8335 -5.3550
H -2.3897 4.8925 -6.5524
H -3.7968 6.2661 -5.1296
H -2.1125 6.6529 -4.7649
Cl -8.9946 3.3423 -5.7616
C -8.8174 1.5731 -5.6176
C -7.5495 1.1820 -4.9058
Cl -6.0976 1.5574 -5.8754
H -8.8584 1.1525 -6.6190
H -9.6744 1.2120 -5.0519
H -7.5400 0.1091 -4.7276
H -7.4539 1.6854 -3.9482
Cl 6.7220 1.9592 -1.6868
C 5.5870 2.3729 -0.3737
C 5.4401 1.2506 0.6194
Cl 4.5979 -0.1565 -0.0819
H 4.6315 2.6330 -0.8250
H 5.9879 3.2515 0.1290
H 4.8392 1.5866 1.4641
H 6.4008 0.9063 0.9913
Cl -1.3312 10.5583 -2.6604
C -2.5407 10.1359 -1.4205
C -3.3128 8.8941 -1.7823
Cl -4.3849 9.1561 -3.1834
H -3.1988 10.9911 -1.2915
H -1.9990 9.9687 -0.4910
H -3.9479 8.6000 -0.9482
H -2.6503 8.0674 -2.0200
Cl 8.2309 -1.7596 5.2838
C 7.4265 -1.9455 3.7043
C 8.2232 -1.3343 2.5817
Cl 8.2799 0.4454 2.6855
H 6.4386 -1.4977 3.7773
H 7.3134 -3.0139 3.5278
H 7.7568 -1.5812 1.6286
H 9.2469 -1.6988 2.5729
Cl 4.0153 -8.0951 1.5928
C 5.4256 -8.3409 2.6627
C 6.2012 -7.0741 2.9075
Cl 7.0547 -6.5074 1.4474
H 6.0497 -9.1092 2.2145
H 5.0363 -8.7146 3.6083
H 6.9617 -7.2592 3.6640
H 5.5516 -6.2733 3.2520

Mulliken atomic charge list, values in e, 4 entries: -0.138 -0.179 0.375 0.033


# C4H7ClOS

A molecular structure, C4H7ClOS (ωB97M-V/def2-TZVPD, the OMol25 dataset).

Calculated values
* frontier orbital gap: 10.16 eV
* LUMO energy: 0.68 eV
* energy above the lowest of the compared OMol25 structures with the same formula, charge and spin: 3.088 eV
* E: -1090.11245 a.u.

CARTESIAN COORDINATES (ANGSTROEM)
C -0.7756 0.3918 0.3819
C 0.5277 1.0023 0.1710
C 1.2030 -0.0846 -0.5555
C -0.0962 -0.8376 0.0608
H -2.5186 -0.2129 1.8058
H -1.4905 0.7621 -0.3058
H 0.8989 1.0820 1.2202
H 0.7119 1.8228 -0.4874
H 2.2165 -0.6069 -0.3663
H 0.3216 -0.4164 -2.3822
H 0.1811 -1.3416 1.0760
O 1.1020 0.2147 -1.7930
S -1.3981 0.3583 2.1320
Cl -0.8837 -2.1342 -0.9576

Mulliken atomic charge list, values in e, 4 entries: -0.090 -0.804 0.154 -0.292


# C13H13Cl2F6LiN2O2SSb

A molecular structure, C13H13Cl2F6LiN2O2SSb (ωB97M-V/def2-TZVPD, the OMol25 dataset).

Calculated values
* total charge: -1
* frontier orbital gap: 6.01 eV
* LUMO energy: 2.17 eV
* energy above the lowest of the compared OMol25 structures with the same formula, charge and spin: 1.001 eV
* E: -2929.03361 a.u.

CARTESIAN COORDINATES (ANGSTROEM)
Li -1.7992 -1.0239 -0.1949
Cl 1.1799 0.3545 -0.7189
C 1.8349 1.9705 -0.7272
C 3.2081 2.0820 -0.6015
C 3.8111 3.3281 -0.5896
C 3.0133 4.4579 -0.6891
C 1.6420 4.3298 -0.8157
Cl 0.7219 5.8029 -0.9141
C 0.9674 3.0804 -0.8781
S -0.7229 2.9428 -1.1620
H 3.8018 1.1798 -0.5094
H 4.8873 3.4184 -0.5104
H 3.4497 5.4483 -0.6703
F -2.5866 -0.2518 -1.6396
Sb -4.3479 -0.7367 -1.0703
F -4.3644 0.7696 0.0652
F -3.4629 -1.6750 0.3590
F -4.2666 -2.2956 -2.1179
F -6.0204 -1.2629 -0.3725
F -5.1286 0.2084 -2.4922
O -0.9081 -2.5112 -0.8404
N 0.3581 -2.7531 -0.7487
C 0.9452 -2.8800 0.4624
C 2.2933 -3.1373 0.5722
C 3.0710 -3.2751 -0.5663
C 2.4538 -3.1368 -1.8001
C 1.1045 -2.8755 -1.8687
H 0.2820 -2.7154 1.2979
H 2.7296 -3.2160 1.5579
H 4.1323 -3.4716 -0.4945
H 3.0173 -3.2177 -2.7186
H 0.5604 -2.7282 -2.7886
C -1.9364 -0.1748 3.6067
C -1.5318 0.1652 2.1880
N -1.7135 1.4211 1.8047
O -1.0195 -0.6918 1.4494
H -2.9571 0.1565 3.8041
H -1.2613 0.3307 4.2996
H -1.8700 -1.2488 3.7542
H -2.2056 2.0780 2.3820
H -1.3622 1.7545 0.8964

Mulliken atomic charge list, values in e, 4 entries: 1.059 0.038 0.305 -0.762


Question: Which value of E does entry 3 give?
Answer: -10847.87683 a.u.